This record from the OMol25 dataset describes C13H23BN6OSiTi as an isolated structure in a non-equilibrium geometry. The level of theory is ωB97M-V/def2-TZVPD.

LUMO energy (spin up / spin down) in hartree: -0.2601 / -0.3670
<S²>: 2.0266
Charge: +2
HOMO (spin up / spin down) in eV: -15.32 / -15.39
HOMO-LUMO gap (spin up / spin down) in eV: 8.2 / 5.4
Spin multiplicity: 3
Molecular weight in g/mol: 366.1
Energy relative to the best compared isomer or geometry (same formula, charge and spin) in kJ/mol: 404.5
Electronic energy in Eh: -2076.169579

Geometry (Å):
Ti: 0.9332 1.7233 0.1980
Si: 3.3959 -0.0402 1.7937
O: 1.9835 0.7376 1.2707
N: -1.7706 0.0547 0.8856
N: -0.4691 1.5151 -1.2548
N: -1.6650 0.8668 -1.4427
N: -0.6300 0.7382 1.2913
N: -0.9682 -2.5979 -1.4651
N: -2.1711 -1.9805 -1.1250
C: -2.4494 1.6731 -2.1918
C: -2.6204 0.0079 1.9389
C: 3.0395 -0.9074 3.3712
C: -1.7099 2.7679 -2.6239
C: -1.1852 -3.8894 -1.7380
C: 4.1866 -1.3433 0.7366
C: -3.1648 -2.9268 -1.3231
C: 4.4697 1.4703 1.9665
C: -2.5705 -4.1409 -1.7221
C: -0.7391 0.9538 2.6255
C: 2.1593 1.2530 -1.3310
C: -0.4507 2.6263 -2.0588
C: -1.9955 0.5344 3.0690
B: -2.1891 -0.3452 -0.5926
H: 4.0374 -0.9876 3.8174
H: 1.3684 0.4400 -1.1619
H: 2.6268 -1.9068 3.2238
H: 3.9312 2.2442 2.5182
H: -3.4752 1.3960 -2.3806
H: 3.1140 0.7290 -1.2169
H: 4.7255 1.9130 1.0018
H: 2.3839 -0.3330 4.0256
H: 5.3985 1.2515 2.5015
H: 4.3742 -1.0950 -0.3090
H: 3.6703 -2.3057 0.7638
H: -1.9833 3.5137 -3.3472
H: -0.3591 -4.5568 -1.9292
H: -2.3699 0.5763 4.0708
H: -3.6310 -0.3373 1.7690
H: 0.4636 3.1702 -2.1809
H: 5.1570 -1.4822 1.2308
H: -4.2167 -2.7442 -1.2150
H: 1.9311 1.5880 -2.3518
H: -2.9895 -5.0836 -1.9728
H: 2.1800 2.1925 -0.6303
H: -3.3751 -0.2523 -0.6063
H: 0.1190 1.2809 3.1644